Record 1
C22H33N5O3S | ωB97M-V/def2-TZVPD

Geometry as XYZ:
```
64
Properties=species:S:1:pos:R:3:nbo_charge:R:1
N -0.706 1.244 -6.953 -0.87
C -1.081 0.839 -5.520 -0.23
C 0.153 1.193 -4.499 -0.45
C 0.926 -0.103 -3.863 -0.04
C 0.883 -1.515 -4.721 -0.24
N 1.258 -1.373 -6.179 -0.86
C 2.527 0.331 -4.079 -0.26
N 3.224 -0.692 -3.172 -0.70
C 2.356 -0.702 -1.925 0.68
O 3.038 -0.877 -0.791 -0.53
C 0.772 -0.437 -2.248 -0.21
S 0.412 1.029 -1.076 -0.02
C -0.371 -1.505 -1.763 -0.42
C -0.083 -2.238 -0.326 -0.43
C -0.915 -1.549 0.951 -0.42
C 0.035 -1.310 2.279 -0.11
O 1.374 -0.778 1.985 -0.54
C 1.561 0.580 2.554 0.65
O 0.715 1.614 2.287 -0.62
H -0.206 2.179 -6.952 0.36
H -1.550 1.293 -7.565 0.37
H -1.987 1.559 -5.231 0.17
H -1.500 -0.251 -5.436 0.21
H 0.962 1.779 -5.153 0.21
H -0.251 1.969 -3.723 0.26
H -0.254 -1.878 -4.692 0.18
H 1.506 -2.384 -4.245 0.20
H 2.152 -1.899 -6.299 0.36
H 1.324 -0.381 -6.493 0.38
H 2.633 1.390 -3.587 0.21
H 2.911 0.451 -5.185 0.23
H 3.454 -1.611 -3.609 0.40
H -1.009 1.197 -1.023 0.14
H -1.374 -0.874 -1.617 0.22
H -0.635 -2.344 -2.534 0.23
H 1.046 -2.392 -0.058 0.25
H -0.545 -3.335 -0.416 0.21
H -1.759 -2.318 1.299 0.21
H -1.486 -0.594 0.586 0.21
H -0.539 -0.562 3.011 0.20
H 0.135 -2.320 2.899 0.23
H 2.484 0.834 3.265 0.18
N -1.014 4.699 0.902 -0.43
C -1.665 5.855 1.159 0.03
C -1.962 6.306 2.435 -0.28
C -1.573 5.523 3.516 -0.17
C -0.902 4.326 3.285 -0.26
C -0.647 3.962 1.972 0.02
H -1.951 6.429 0.282 0.19
H -2.485 7.244 2.582 0.22
H -1.790 5.842 4.532 0.21
H -0.586 3.693 4.106 0.22
H -0.123 3.038 1.740 0.24
N -0.220 -3.335 5.136 -0.43
C -1.098 -4.313 5.448 0.03
C -1.479 -4.621 6.744 -0.26
C -0.924 -3.885 7.786 -0.16
C -0.016 -2.873 7.496 -0.26
C 0.301 -2.637 6.168 0.03
H -1.501 -4.861 4.601 0.20
H -2.191 -5.416 6.937 0.22
H -1.198 -4.099 8.815 0.22
H 0.435 -2.282 8.285 0.22
H 1.002 -1.855 5.890 0.19
```

## Properties
Energy relative to the best compared isomer or geometry (same formula, charge and spin): 942.2 kJ/mol
2S+1: 1
E_tot: -1755.45854 Eh
Orbital gap: 9.1678 eV
Structure (SMILES): NCC[C@@]1(CN)CNC(=O)[C@]1(S)CCCCOC=O.c1ccncc1.c1ccncc1

***

Record 2
C22H34B11Br6CrN2O8Si2 | ωB97M-V/def2-TZVPD

Geometry as XYZ:
```
86
Properties=species:S:1:pos:R:3:mulliken_spin:R:1
Cr 0.329 0.644 -0.016 1.23
C -1.666 3.547 -0.900 -0.02
Si -0.361 2.381 -1.638 -0.18
C 1.094 3.451 -2.240 -0.02
C -1.086 1.430 -3.115 -0.04
C -1.389 2.195 -4.238 0.01
C -1.859 1.624 -5.405 0.00
C -2.010 0.253 -5.484 0.00
C -1.721 -0.525 -4.380 0.00
C -1.294 0.046 -3.178 0.01
Si -1.125 -1.220 -1.788 -0.03
C -2.460 -2.440 -1.182 0.00
C 0.254 -2.450 -2.249 -0.01
H -1.704 4.431 -1.538 0.00
H -1.421 3.887 0.104 0.00
H -2.662 3.107 -0.885 0.00
H 0.689 4.310 -2.770 -0.01
H 1.761 2.926 -2.915 0.00
H 1.682 3.832 -1.408 0.00
H -1.241 3.266 -4.213 0.00
H -2.091 2.247 -6.256 0.00
H -2.362 -0.207 -6.396 0.00
H -1.865 -1.595 -4.456 0.00
H -3.073 -2.727 -2.039 0.00
H -3.125 -2.110 -0.402 0.00
H -1.968 -3.346 -0.836 0.00
H -0.306 -3.252 -2.735 0.00
H 0.760 -2.901 -1.402 0.00
H 0.995 -2.073 -2.941 0.00
Br 2.612 1.894 1.093 0.01
B 4.011 0.606 0.626 0.02
B 5.732 0.712 1.041 0.00
C 6.406 -0.156 -0.306 0.00
B 5.151 0.931 -0.711 0.00
B 5.406 -0.658 -1.626 0.00
B 6.159 -1.873 -0.446 0.00
B 6.348 -1.035 1.213 0.00
B 4.721 -0.578 1.809 0.01
Br 4.245 -0.550 3.688 0.00
B 4.980 -2.167 0.902 0.00
Br 4.828 -3.884 1.789 0.00
B 4.417 -1.938 -0.823 0.00
Br 3.636 -3.399 -1.833 0.00
B 3.815 -0.234 -0.956 -0.02
Br 2.167 0.214 -1.968 -0.02
B 3.563 -1.138 0.560 0.02
Br 1.695 -1.596 1.031 -0.02
H 6.285 1.576 1.602 0.00
H 5.444 -0.522 0.018 0.00
H 5.301 1.961 -1.250 0.00
H 5.748 -0.652 -2.745 0.00
H 6.993 -2.618 -0.798 0.00
H 7.305 -1.256 1.850 0.00
O -1.406 2.820 2.805 -0.01
C -1.362 1.963 1.944 0.00
O -0.239 1.579 1.416 -0.03
C -2.618 1.315 1.451 0.03
C -3.735 1.624 2.215 0.00
C -4.979 1.133 1.865 0.00
C -5.138 0.407 0.699 0.00
C -4.025 0.154 -0.088 0.01
C -2.696 0.511 0.286 0.00
O -1.600 0.119 -0.369 0.03
N -4.384 -0.405 -1.379 0.00
O -3.835 0.077 -2.354 0.00
O -5.284 -1.215 -1.416 0.00
N -6.144 1.429 2.692 0.00
O -5.958 2.093 3.694 0.00
O -7.217 0.994 2.317 0.00
H -3.602 2.243 3.089 0.00
H -6.113 0.072 0.379 0.00
C -3.039 -2.134 3.063 0.00
C -1.613 -2.173 2.532 0.00
O -0.850 -1.032 2.860 0.00
C -0.383 -1.034 4.207 0.00
C 0.443 0.211 4.467 0.00
H -3.631 -2.925 2.605 0.00
H -3.502 -1.178 2.823 0.00
H -3.081 -2.272 4.141 0.00
H -1.626 -2.210 1.442 0.00
H -1.093 -3.076 2.882 0.00
H 0.226 -1.936 4.361 0.00
H -1.234 -1.084 4.899 0.00
H 1.254 0.287 3.747 0.00
H 0.879 0.163 5.462 0.00
H -0.162 1.109 4.403 0.00
```

## Properties
<S²>: 0.84
2S+1: 2
E_tot: -18911.12089 Eh
Orbital gap (alpha / beta): 8.1453 / 7.9218 eV

***

Record 3
C22H34BrCl8NO3 | ωB97M-V/def2-TZVPD

Geometry as XYZ:
```
69
Properties=species:S:1:pos:R:3:nbo_charge:R:1
C -2.563 0.041 -4.385 -0.61
C -1.044 0.212 -4.320 -0.39
C -0.341 -1.170 -4.188 -0.25
C 0.453 -1.536 -5.460 -0.60
C 0.532 -1.244 -2.967 -0.05
C 0.178 -1.708 -1.767 -0.16
Br -1.535 -2.359 -1.337 0.10
C 1.177 -1.734 -0.657 0.51
O 0.893 -1.583 0.505 -0.52
C 2.601 -1.937 -1.083 -0.02
C 3.484 -2.694 -0.140 -0.55
C 3.200 -4.195 -0.152 0.73
O 3.418 -4.874 0.813 -0.54
N 2.632 -4.698 -1.355 -0.51
C 3.654 -5.041 -2.340 -0.41
C 1.686 -5.786 -1.112 -0.41
C 2.969 -1.432 -2.257 -0.27
C 1.949 -0.735 -3.085 0.59
O 2.214 0.197 -3.803 -0.51
H -2.915 -0.508 -3.510 0.21
H -3.085 0.997 -4.437 0.22
H -2.834 -0.544 -5.269 0.20
H -0.770 0.866 -3.491 0.21
H -0.699 0.676 -5.246 0.21
H -1.121 -1.929 -4.085 0.23
H 0.917 -0.658 -5.908 0.22
H -0.220 -1.984 -6.194 0.22
H 1.232 -2.276 -5.255 0.20
H 3.348 -2.370 0.891 0.27
H 4.532 -2.534 -0.414 0.24
H 4.191 -5.960 -2.073 0.19
H 4.383 -4.230 -2.414 0.20
H 3.188 -5.150 -3.320 0.21
H 0.847 -5.414 -0.521 0.21
H 1.289 -6.113 -2.074 0.20
H 2.133 -6.633 -0.582 0.20
H 3.988 -1.485 -2.626 0.23
Cl 1.516 2.809 4.410 -0.08
C 0.779 1.318 3.755 -0.38
C 1.173 1.064 2.325 -0.39
Cl 0.474 2.270 1.210 -0.07
H -0.296 1.426 3.849 0.23
H 1.119 0.494 4.380 0.22
H 0.802 0.092 2.013 0.25
H 2.253 1.088 2.200 0.22
Cl -4.887 0.496 -1.636 -0.07
C -4.101 0.277 -0.049 -0.39
C -4.651 1.227 0.983 -0.39
Cl -4.201 2.920 0.638 -0.07
H -3.031 0.412 -0.188 0.23
H -4.290 -0.749 0.263 0.22
H -4.242 0.979 1.961 0.23
H -5.736 1.177 1.028 0.22
Cl 3.978 7.799 2.248 -0.06
C 3.316 6.689 3.477 -0.39
C 1.824 6.522 3.354 -0.39
Cl 0.940 8.012 3.781 -0.07
H 3.590 7.079 4.454 0.22
H 3.797 5.724 3.328 0.22
H 1.488 5.744 4.037 0.23
H 1.538 6.246 2.342 0.23
Cl -6.193 0.726 4.698 -0.06
C -5.217 1.875 5.653 -0.39
C -4.087 2.456 4.843 -0.38
Cl -2.854 1.226 4.445 -0.07
H -4.849 1.346 6.528 0.23
H -5.883 2.675 5.971 0.23
H -3.585 3.238 5.407 0.23
H -4.446 2.870 3.903 0.23
```

## Properties
2S+1: 1
E_tot: -7394.70327 Eh
Orbital gap: 8.3812 eV
Structure (SMILES): CC[C@@H](C)C1=C(Br)C(=O)C(CC(=O)N(C)C)=CC1=O.ClCCCl.ClCCCl.ClCCCl.ClCCCl

***

Record 4
C22H34BrNO2RhSi2 | ωB97M-V/def2-TZVPD

Geometry as XYZ:
```
63
Properties=species:S:1:pos:R:3:nbo_charge:R:1
Rh -1.542 0.042 -0.773 0.71
Br -3.437 -1.047 -2.026 0.18
C -3.778 -2.319 -0.641 -0.06
C -4.686 -3.305 -0.855 -0.24
C -4.954 -4.200 0.205 -0.20
C -4.330 -4.045 1.408 -0.16
C -3.392 -3.003 1.624 -0.07
C -2.765 -2.815 2.880 -0.18
C -1.892 -1.785 3.059 -0.20
C -1.576 -0.913 1.989 -0.27
C -2.122 -1.070 0.746 -0.11
C -3.080 -2.114 0.564 -0.07
H -5.198 -3.401 -1.802 0.24
H -5.670 -4.996 0.055 0.23
H -4.549 -4.719 2.226 0.22
H -3.003 -3.491 3.691 0.22
H -1.427 -1.627 4.024 0.22
H -0.874 -0.108 2.174 0.22
O -0.481 0.892 -2.615 -0.68
C 0.220 -0.131 -2.703 0.76
O 0.087 -1.158 -1.980 -0.72
C 1.374 -0.140 -3.704 -0.16
N 2.143 -1.420 -3.452 -0.52
C 3.410 -1.034 -2.740 -0.23
C 3.746 0.313 -3.353 -0.42
C 2.381 1.001 -3.465 -0.41
H 0.979 -0.158 -4.718 0.25
H 2.343 -1.920 -4.315 0.43
H 1.514 -1.978 -2.846 0.48
H 4.156 -1.813 -2.872 0.24
H 3.157 -0.947 -1.683 0.23
H 4.203 0.179 -4.335 0.22
H 4.447 0.870 -2.734 0.25
H 2.345 1.734 -4.266 0.25
H 2.126 1.518 -2.539 0.24
C -0.391 3.524 2.607 -1.12
Si -0.591 2.820 0.897 1.63
C -2.385 2.346 0.604 -1.10
C -0.060 4.041 -0.411 -1.11
C 0.439 1.279 0.683 -1.07
Si 1.928 0.546 1.537 1.63
C 1.928 0.881 3.368 -1.12
C 1.932 -1.296 1.203 -1.12
C 3.438 1.323 0.739 -1.10
H -1.046 4.388 2.735 0.25
H 0.633 3.858 2.789 0.24
H -0.650 2.792 3.376 0.25
H -3.034 3.224 0.562 0.28
H -2.774 1.672 1.367 0.26
H -2.510 1.884 -0.399 0.20
H -0.653 4.956 -0.344 0.25
H -0.195 3.620 -1.410 0.25
H 0.990 4.313 -0.292 0.24
H 0.282 0.708 -0.243 0.19
H 1.012 0.515 3.838 0.24
H 2.017 1.945 3.590 0.25
H 2.769 0.369 3.843 0.25
H 1.264 -1.818 1.891 0.26
H 2.933 -1.716 1.330 0.24
H 1.581 -1.520 0.191 0.23
H 3.471 2.400 0.916 0.25
H 3.442 1.169 -0.344 0.21
H 4.354 0.887 1.147 0.25
```

## Properties
Energy relative to the best compared isomer or geometry (same formula, charge and spin): 318.2 kJ/mol
Total charge: +1
2S+1: 1
E_tot: -4327.24009 Eh
Orbital gap (alpha / beta): 5.2626 / 5.2591 eV